No. 1
Below is a single C2H7N3S molecule, with properties calculated with the ωB97M-V functional and the def2-TZVPD basis.

```
13
C2H7N3S, DFT the ωB97M-V functional and the def2-TZVPD basis
C -2.37348 -0.25271 -0.17390
N -1.00143 -0.26192 0.19200
N -0.26091 0.93533 0.08586
C 1.00389 0.85706 -0.15495
N 1.75617 -0.40699 -0.14738
S 3.31582 -0.09790 -0.09925
H -2.97360 0.63396 0.37467
H -2.72576 -1.18161 -0.15687
H -2.66443 -0.03110 -1.26787
H -0.89540 -0.82132 0.99950
H 1.76598 1.72290 -0.35619
H 1.25224 -1.12092 -0.49730
H 3.80091 0.02520 1.20168
```

Summary:
**HOMO**: -8.218 eV
**SMILES string**: CN/N=C\NS


No. 2
Below is a molecular structure, C10H20MgN2PS, with properties calculated with the ωB97M-V functional and the def2-TZVPD basis.

```
35
C10H20MgN2PS, DFT the ωB97M-V functional and the def2-TZVPD basis
C -3.89331 -1.53785 -1.78617
C -3.23066 -2.12812 -2.88524
C -2.53164 -1.10904 -3.60245
C -2.77461 0.12834 -2.95158
C -3.58002 -0.11328 -1.77995
Mg -1.87469 -0.50275 -0.26929
P -1.96491 -2.48659 1.31835
H -4.66006 -2.00788 -1.17416
H -3.32934 -3.15836 -3.22500
H -1.90326 -1.27095 -4.48283
H -4.10643 0.64354 -1.18456
H -2.48243 1.11138 -3.32447
H -0.83438 -3.22753 1.75424
H -2.80998 -3.62076 1.19165
H -2.40745 -2.14793 2.62470
C 1.35703 1.08075 3.38042
C 1.94265 0.25515 2.25822
N 0.90761 0.01288 1.21263
C 1.21718 -0.06275 -0.12176
S 0.35619 -1.17795 -1.10495
N 2.15182 0.74620 -0.62672
C 2.42308 2.12115 -0.11504
C 3.91642 2.36585 -0.13661
H 0.95523 2.02809 3.00891
H 2.13197 1.31607 4.11475
H 0.55409 0.54494 3.89485
H 2.82099 0.72253 1.81869
H 2.23162 -0.73955 2.61889
H 0.30497 -0.75473 1.50015
H 2.31898 0.64149 -1.63771
H 1.89997 2.84126 -0.75905
H 2.00105 2.21426 0.89182
H 4.29853 2.33636 -1.16465
H 4.15504 3.33788 0.30240
H 4.43875 1.59794 0.44151
```

Summary:
**HOMO (spin up / spin down)**: -0.536 / -0.079 eV
**Charge**: -1


No. 3
Below is 2 unconnected molecules or ions with the total composition C6H8F3N2, with properties calculated with the ωB97M-V functional and the def2-TZVPD basis.

```
19
C6H8F3N2, DFT the ωB97M-V functional and the def2-TZVPD basis
C 1.29022 0.50937 -0.76580
C 1.97467 -0.47483 -0.12773
C 0.02935 -0.46099 0.77233
C -2.08135 2.05712 -1.00828
C 1.64106 -2.02396 1.84569
C -2.49570 0.90408 -1.59637
N 0.01311 0.51981 -0.14240
N 1.22116 -1.08493 0.88543
F -1.00838 -0.69121 1.60107
F -3.00046 -0.19630 -1.03125
F -2.59686 0.77650 -2.87913
H 1.74041 1.32451 -1.46281
H 2.91862 -0.86728 -0.43352
H -1.09578 0.97098 -0.35596
H -1.74350 2.29951 -0.08537
H -2.04529 3.01178 -1.59224
H 2.67080 -2.13146 1.72889
H 1.44950 -1.49850 2.77093
H 1.11843 -2.94420 1.87653
```

Summary:
**HOMO**: -14.150 eV
**Charge**: +1


No. 4
Below is a molecular structure, C40H59BN6ORhS3, with properties calculated with the ωB97M-V functional and the def2-TZVPD basis.

```
111
C40H59BN6ORhS3, DFT the ωB97M-V functional and the def2-TZVPD basis
Rh 1.72853 0.72825 0.47292
C 0.06303 -1.33874 5.16069
C -0.27997 -1.71272 3.74877
C -0.95643 -2.87383 3.42672
C -1.38374 -3.19575 2.11092
N -1.10256 -2.39256 1.12394
N -0.43586 -1.21037 1.35217
B -0.36883 -0.20267 0.16659
N -0.21958 -0.86485 -1.17789
N -1.38375 -0.82069 -1.93919
C -1.29025 -1.14981 -3.21562
C -0.21815 -1.97583 -3.61759
C 0.82236 -2.30085 -2.75151
C 1.81687 -3.33921 -3.15929
C 0.84479 -1.63478 -1.46579
S 2.20506 -1.58722 -0.26147
C -2.43970 -0.79062 -4.13103
C -3.04674 -2.07294 -4.69055
C -1.83884 0.01039 -5.26255
C -3.44061 0.05293 -3.31868
N -1.35816 0.92833 0.25804
N -2.52603 0.38390 0.78608
C -3.50219 1.28549 0.95385
C -3.24943 2.65309 0.88912
C -2.00132 3.15347 0.51376
C -1.77883 4.63893 0.23461
C -1.00496 2.24416 0.30583
S 0.63763 2.75328 -0.03273
C -4.82226 0.63478 1.40560
C -5.94778 1.37859 0.73046
C -4.88635 -0.86467 1.10618
C -4.88834 0.83693 2.93821
C 0.02922 -0.86165 2.57613
S 0.99050 0.61368 2.61902
C -2.06731 -4.55675 1.77976
C -3.43773 -4.59882 2.39659
C -2.17918 -4.52782 0.24546
C -1.09884 -5.74853 2.34552
H -0.51290 -2.00832 5.83204
H 0.03005 -0.26421 5.35911
H 1.08407 -1.60760 5.34566
H -1.19141 -3.60361 4.19391
H -0.14817 -2.34701 -4.63527
H 1.32226 -3.83801 -4.01656
H 2.09962 -4.03336 -2.32473
H 2.76980 -3.02126 -3.64611
H -2.28419 -2.68768 -5.21941
H -3.89385 -1.90586 -5.36531
H -3.44332 -2.66819 -3.84650
H -1.06259 -0.58913 -5.81402
H -1.35122 0.89288 -4.80392
H -2.66176 0.23280 -5.96745
H -3.94874 -0.51386 -2.52669
H -4.17664 0.36700 -4.05097
H -2.95959 0.93086 -2.85787
H -4.04812 3.28618 1.23996
H -2.61533 5.29539 0.42776
H -1.47267 4.81639 -0.82988
H -0.90292 4.92228 0.89253
H -5.64300 1.46839 -0.31332
H -6.09588 2.37245 1.19268
H -6.88672 0.76770 0.85633
H -4.75367 -1.08018 0.05488
H -5.90411 -1.23119 1.42717
H -4.07009 -1.38862 1.58735
H -4.98281 1.91806 3.23740
H -3.89845 0.48432 3.32595
H -5.65917 0.30953 3.50283
H -4.10205 -3.86403 1.89780
H -3.30559 -4.36099 3.47624
H -3.85474 -5.63495 2.20107
H -2.61742 -3.58382 -0.06637
H -2.88738 -5.32093 -0.03549
H -1.25323 -4.74138 -0.26185
H -0.78269 -5.52593 3.39281
H -0.21949 -5.66229 1.73530
H -1.57754 -6.73748 2.27533
C 3.82633 -1.48131 -1.13409
H 4.18017 -2.51497 -1.25174
H 4.56494 -1.09047 -0.42410
H 3.78882 -0.82637 -2.05297
C 3.72116 3.01049 3.61790
C 4.82919 2.58279 2.59439
C 5.10917 1.06859 2.53650
C 4.49463 3.25633 1.31192
C 4.52577 4.67951 1.26575
C 4.10184 5.36005 0.17976
C 4.19185 4.73047 -1.09601
C 4.44905 3.39919 -1.19697
C 4.83628 2.76831 -2.51647
C 5.89779 1.69529 -2.37288
C 3.61812 2.23371 -3.27306
C 4.19880 2.55472 0.05775
O 3.88418 1.32580 -0.02456
H 4.22398 3.02332 4.61509
H 2.98407 2.22562 3.67036
H 3.25840 4.01978 3.62373
H 5.73774 3.14150 2.89228
H 4.18781 0.49193 2.55386
H 5.69552 0.72606 3.39369
H 5.63956 0.82764 1.66610
H 4.56356 5.26808 2.18283
H 3.77100 6.40343 0.22863
H 4.02022 5.32292 -1.97974
H 5.22310 3.66583 -3.07101
H 5.61177 0.94346 -1.64713
H 6.83442 2.14656 -2.07119
H 6.10868 1.24878 -3.34073
H 3.03175 1.57223 -2.63693
H 3.86994 1.70087 -4.19052
H 2.89780 3.00096 -3.60589
```

Summary:
**HOMO (spin up / spin down)**: -8.008 / -10.496 eV
**Spin multiplicity**: 5
**Charge**: +1
**<S²>**: 6.088


How do the records compare in ΔE to the lowest compared entry with this formula, charge and spin? In the order shown, they have 79.4; 6.3; 96.6; 0.0 kcal/mol.